[1]
17
Properties=species:S:1:pos:R:3:forces:R:3 method="wB97M-V/def2-TZVPD" total_charge=0 energy_ev=-18822.2153 lumo_energy_ev="-2.01 / -2.01" orbital_gap_ha="0.2771 / 0.2770" e_above_lowest_kj_mol=199.1 e_homo_ev="-9.55 / -9.55"
C -0.20134 -0.77186 -1.30496 -3.119 1.257 -3.237
C 0.48549 0.70344 1.05833 -0.157 -0.550 0.160
C 0.81254 -1.44889 1.89692 4.329 -0.730 0.392
N 0.60610 -1.19140 -0.38107 2.015 -1.697 0.968
N -1.05976 0.19825 -1.10511 0.630 -0.603 1.784
N 0.64246 -0.58398 0.78569 -0.566 3.355 -1.077
N 0.68554 1.88739 0.22992 -0.534 -2.487 -1.919
N -1.87659 0.61269 -2.13074 2.175 -2.779 -0.114
O 0.88862 2.90315 0.79980 0.224 2.016 1.925
O -1.54927 0.24213 -3.23192 -0.221 0.258 -1.793
O 0.65080 1.75669 -0.97237 1.028 0.235 -0.325
O -2.80931 1.25017 -1.82471 -2.268 1.822 0.513
H -0.25464 -1.32692 -2.30282 0.536 0.631 1.541
H 0.20741 0.96624 2.05540 0.419 0.122 0.522
H 0.69121 -2.37449 1.48993 -1.150 -2.699 -0.725
H 1.90564 -1.59967 2.27756 -1.681 1.272 -0.629
H 0.17510 -1.22293 2.66015 -1.660 0.578 2.015

---

[2]
27
Properties=species:S:1:pos:R:3:forces:R:3 method="wB97M-V/def2-TZVPD" total_charge=+1 energy_ev=-17985.5899 lumo_energy_ev=-2.46 orbital_gap_ha=0.3750 e_above_lowest_kj_mol=168.3 e_homo_ev=-12.66
C 1.98324 0.37621 -1.09979 -0.050 1.074 1.664
C -2.81060 0.58702 -0.53749 -0.044 -1.714 -0.750
C 0.97547 -0.04091 0.81793 -2.036 1.262 1.208
C -2.72748 -0.86991 1.40470 -1.458 -3.038 -1.018
C 3.46390 0.64809 0.90522 0.064 -0.506 0.713
C -2.38974 -0.89165 -0.10861 1.712 5.127 1.604
N 0.73303 0.32355 -1.45988 -1.292 -0.405 -1.344
N 2.18246 0.35601 0.23928 1.399 1.008 0.216
N 3.07101 0.65253 -1.81739 0.600 -0.270 -1.888
N -0.06084 0.16755 -0.24390 0.302 -2.110 -0.943
N -0.94912 -1.05985 -0.30115 0.777 1.510 2.358
O -4.03591 0.65173 -0.99748 -1.136 0.407 -0.662
O -2.11246 1.59139 -0.42219 -1.094 -1.128 0.264
H 1.08566 -1.06426 1.05294 -0.923 -1.185 0.821
H 0.45949 0.62450 1.52727 1.509 -0.472 1.187
H -2.06078 -0.24052 1.91373 1.047 0.610 0.848
H -3.76052 -0.53888 1.63337 0.525 -0.189 -0.344
H -2.64936 -1.97248 1.67532 0.097 1.558 0.411
H 3.36922 1.10367 1.92738 -0.305 0.271 -1.375
H 4.04912 -0.23447 1.13924 -0.207 -0.781 -0.100
H 4.11860 1.16188 0.19380 -0.505 0.694 0.626
H -2.88121 -1.63000 -0.63660 -1.065 -1.423 -1.164
H 2.99150 0.78454 -2.82228 -0.137 -0.147 0.392
H 3.95898 0.25769 -1.51238 -0.561 0.201 -0.215
H -0.82500 0.94025 -0.09344 1.150 0.091 -0.539
H -0.67477 -1.50475 -1.10206 0.618 -1.303 -2.644
H -4.50386 -0.17894 -1.27555 1.014 0.855 0.675

---

[3]
23
Properties=species:S:1:pos:R:3:forces:R:3 method="wB97M-V/def2-TZVPD" total_charge=0 energy_ev=-34911.2673 lumo_energy_ev="0.69 / -0.46" orbital_gap_ha="0.2811 / 0.2467" e_above_lowest_kj_mol=117.0 e_homo_ev="-6.96 / -7.17"
C -2.70279 -0.45279 -1.87282 -0.852 0.507 1.972
C -1.43310 -0.49840 -2.42971 1.566 -1.032 -1.356
C -2.69425 0.37897 -0.75077 -0.816 0.247 -0.218
C -0.44647 0.18125 -1.67951 -0.757 1.215 -0.921
C 1.63408 1.37154 -0.84713 1.869 -1.047 -0.766
C 1.81235 1.01986 0.77885 2.066 0.176 -3.958
C 0.92341 0.41824 -1.97527 -0.489 0.707 3.710
C 0.22274 -1.40096 2.14310 -1.354 -0.019 -1.665
C 0.82126 -0.11606 2.57138 0.021 0.394 0.638
O 0.75985 0.86130 1.57460 0.835 0.681 -1.206
S -1.21812 1.12546 -0.38284 -0.100 -1.194 -1.244
Cl 1.71480 -0.89676 -2.70145 0.804 -0.217 -0.463
H -3.60628 -1.05539 -2.06254 0.742 0.487 -0.504
H -1.17845 -1.00743 -3.41694 -0.299 0.582 1.677
H -3.51493 0.67622 -0.10782 -0.149 -0.378 -0.229
H 1.16041 2.32065 -1.03805 -0.503 0.427 0.490
H 2.68139 1.57044 -1.29398 -1.326 -0.532 1.176
H 2.89321 0.65324 0.98458 -2.248 0.259 0.281
H -0.85993 -1.34678 1.89245 0.754 0.567 -0.996
H 0.84477 -1.95188 1.38881 -0.798 0.479 0.734
H 0.02711 -1.93495 3.00302 0.677 -1.885 2.128
H 1.84326 -0.34218 2.85063 0.454 0.408 0.220
H 0.31566 0.42642 3.37142 -0.097 -0.835 0.500

---

[4]
12
Properties=species:S:1:pos:R:3:forces:R:3 method="wB97M-V/def2-TZVPD" total_charge=0 energy_ev=-37753.9436 lumo_energy_ev=-1.79 orbital_gap_ha=0.2589 e_above_lowest_kj_mol=67.7 e_homo_ev=-8.84
C 0.27639 -1.18722 -1.86051 0.045 -0.470 -0.240
C 0.00439 -0.34758 -0.87791 0.186 0.768 0.281
C -0.31674 -0.62765 0.56604 -0.035 -0.396 0.024
C 0.04462 0.54539 1.40720 -0.396 0.326 1.523
C -0.01275 1.78908 0.57565 0.565 0.719 1.316
H 0.38414 -2.26989 -1.72375 -0.306 0.488 0.190
H 0.41204 -0.84321 -2.87815 0.168 0.121 0.063
H 0.18695 -1.46310 1.00692 0.322 -0.831 -0.205
H -1.39149 -0.84612 0.66086 0.114 0.256 0.028
S 0.36835 0.49927 3.02505 -0.258 0.043 -1.838
S 0.00702 3.29380 1.17723 -0.141 0.117 -0.044
S 0.03707 1.45723 -1.07863 -0.265 -1.141 -1.096

---

Record order is preserved below.
M: 175.10 188.21 202.71 160.29 u